# 1
24
Properties=species:S:1:pos:R:3:forces:R:3:lowdin_charge:R:1 method="wB97M-V/def2-TZVPD" e_homo_ev=-13.89 charge=+1 lumo_ev=-3.77
C -1.4564 -0.3233 0.7726 -0.67 0.49 0.69 0.062
C -1.0382 0.1791 1.9347 1.02 -0.25 -0.43 -0.183
C 0.2793 0.9716 2.2184 -2.20 -0.44 -0.91 -0.298
C 0.8957 1.4238 0.9117 1.10 -3.05 -1.32 -0.024
C 0.0416 1.1992 -0.4466 4.68 -0.90 1.04 -0.209
C -0.7051 -0.1414 -0.4751 -1.06 2.56 -0.16 -0.467
C 0.4008 -2.4955 -0.1609 0.91 -0.46 2.00 0.001
N 1.1062 1.1954 -1.5780 -0.23 2.44 0.49 0.031
N 0.2568 -1.2348 -0.8877 -0.10 0.06 -2.84 0.051
O 0.5769 1.2615 3.3344 0.44 0.02 -0.23 0.182
O -1.7392 -0.0356 -1.4461 1.25 -0.58 -2.65 0.014
F -1.8444 0.0324 2.9390 -0.37 0.25 1.30 0.156
H -2.5411 -0.5341 0.7036 0.90 -0.55 -0.06 0.167
H 1.1782 2.4338 0.9683 0.42 1.37 0.14 0.113
H 1.8520 0.8184 0.7707 -0.86 0.77 0.34 0.152
H -0.5040 2.0766 -0.3878 -2.22 1.09 -0.84 0.132
H 0.7708 -2.1771 0.8518 -0.45 -0.80 -0.76 0.119
H -0.5879 -2.9526 -0.0827 0.30 -0.10 0.12 0.112
H 1.1650 -3.2069 -0.6078 -1.07 1.19 0.19 0.135
H 1.6497 2.1181 -1.5789 -0.22 -1.69 1.30 0.131
H 0.7128 1.4977 -2.4670 -1.05 -0.95 -0.37 0.077
H -0.2781 -1.4547 -1.7753 1.59 -0.06 0.58 0.194
H 1.1965 -0.7746 -1.1051 -1.29 -0.32 -0.16 0.177
H -1.3877 0.1231 -2.4061 -0.81 -0.10 2.55 0.173

# 2
23
Properties=species:S:1:pos:R:3:forces:R:3:lowdin_spin:R:1 method="wB97M-V/def2-TZVPD" e_homo_ev="-14.42 / -14.42" s_squared=6.011 multiplicity=5 charge=+2 lumo_ev="-9.11 / -9.12"
C -2.6182 1.8064 -0.2662 0.71 2.09 0.28 0.000
C -3.7631 2.1112 -0.8820 -0.65 -0.72 -0.72 0.000
H -1.9021 -0.8460 -0.0520 0.43 -0.93 0.04 0.000
H -2.6079 1.4138 0.7533 0.32 -1.41 -0.66 0.000
H -3.9647 3.1209 -1.2478 0.52 -0.54 -0.95 0.000
H -4.5021 1.3423 -1.1183 -0.59 0.50 1.10 0.000
H -1.8250 2.5347 -0.5216 -0.24 -0.15 1.02 0.000
O 4.6834 0.7028 1.4624 0.16 -0.15 0.15 0.122
C 3.6628 0.6711 0.7149 -1.42 -1.86 0.82 0.020
O 3.4960 1.5697 -0.1617 -0.79 0.27 -0.91 0.115
O 2.7880 -0.2924 0.8968 0.58 0.19 0.14 0.008
C 1.6291 -0.3153 0.0601 -0.21 0.36 -0.74 0.002
C 0.8358 -1.5500 0.4492 0.16 -1.18 0.70 0.000
C -0.2710 -1.9043 -0.4132 -0.45 0.72 -0.41 0.000
C -1.6222 -1.9969 0.0046 -0.60 0.28 -0.32 0.000
Fe 5.1195 2.2763 0.4666 1.69 1.43 0.07 3.732
H 1.9344 -0.3576 -0.9931 -0.07 0.08 0.20 0.000
H 1.0360 0.5924 0.2288 0.14 -0.20 -0.03 0.000
H 0.5703 -1.5971 1.5140 -0.01 0.35 -0.29 0.000
H 1.4629 -2.4619 0.2638 0.14 0.32 0.12 0.000
H -0.0634 -2.0516 -1.4807 0.02 0.22 0.18 0.000
H -2.2937 -2.4687 -0.7218 0.15 0.04 0.28 0.000
H -1.7849 -2.2997 1.0437 0.00 0.27 -0.06 0.000

# 3
23
Properties=species:S:1:pos:R:3:forces:R:3:lowdin_spin:R:1 method="wB97M-V/def2-TZVPD" e_homo_ev="-13.04 / -15.63" s_squared=8.760 multiplicity=6 charge=+2 lumo_ev="-7.92 / -10.48"
C -2.2762 2.7566 -0.2106 0.53 1.84 0.63 0.267
C -2.8222 2.0118 -1.1913 -0.86 0.00 -1.95 0.272
H -1.2460 3.1126 -0.2830 -0.08 -0.54 0.24 0.005
H -2.9070 3.3035 0.4937 0.13 -0.59 0.19 0.006
H -2.2495 1.7576 -2.0865 0.05 -0.38 0.47 0.006
H -3.9066 1.9403 -1.3029 0.25 -0.43 0.40 0.006
H -2.2195 0.9017 0.2139 -0.26 -1.25 1.53 0.139
O 4.8874 -1.3751 0.3349 1.23 -0.28 -0.41 -0.004
C 3.7720 -1.2617 -0.2392 0.61 0.33 -0.47 0.000
O 3.6809 -1.2023 -1.4942 0.59 -0.16 -0.87 -0.003
O 2.6961 -1.1582 0.5349 0.22 -0.09 0.21 0.002
C 1.4325 -0.9657 -0.0976 -0.20 0.00 -0.35 0.022
C 0.3797 -0.9381 0.9977 -0.16 -0.62 0.89 0.107
C -1.0054 -0.9895 0.5210 2.62 -2.05 -2.77 0.638
C -2.0688 -0.2841 1.0652 -3.01 2.95 0.65 0.422
Ho 6.4035 -1.5052 -1.8091 -2.59 0.23 1.73 3.009
H 1.2434 -1.7854 -0.8034 0.02 0.22 0.13 0.000
H 1.4399 -0.0184 -0.6520 0.03 -0.20 0.04 0.002
H 0.5370 -0.1293 1.7240 0.11 -0.12 -0.23 0.002
H 0.4342 -1.8934 1.5703 0.63 0.33 0.03 0.047
H -1.2123 -1.6514 -0.3288 0.06 0.20 0.37 0.024
H -3.0548 -0.7506 0.9708 0.07 0.33 -0.15 0.019
H -1.9384 0.1243 2.0723 0.00 0.30 -0.29 0.015

# 4
26
Properties=species:S:1:pos:R:3:forces:R:3:lowdin_charge:R:1 method="wB97M-V/def2-TZVPD" e_homo_ev=-9.31 lumo_ev=-0.02
C 0.0671 2.1062 0.1471 -2.26 -2.08 -0.16 -0.045
C 0.7328 1.7515 -1.1270 -0.47 -0.28 0.18 -0.304
C -0.0471 1.5847 -2.4006 1.12 2.69 -1.06 -0.607
C 0.4030 0.6102 -0.2285 0.50 2.31 2.22 -0.403
C 1.3768 -0.2026 0.5609 -0.37 -0.87 -0.10 -0.062
C 0.5159 -2.4750 1.8102 2.58 0.16 0.35 -0.199
C 0.5175 -0.8731 1.7295 -0.68 -2.75 -0.60 -0.273
N -0.8936 0.5321 -2.2607 -3.56 -0.87 -3.20 -0.150
O -1.0249 -1.5425 -0.9412 0.72 -0.40 -0.05 -0.272
O -2.4502 0.3385 -0.4520 0.78 0.32 0.95 -0.275
O -0.6427 -3.0184 1.2725 0.52 -1.90 4.20 -0.049
O -0.8585 -0.5404 1.5972 -0.12 1.73 0.02 -0.108
S -1.1182 -0.1169 -0.7857 -1.58 -0.87 -0.40 0.682
I -1.0389 3.6845 -2.7255 0.13 -0.74 -0.05 0.592
H 0.4022 2.6252 1.0317 0.93 -0.11 -0.28 0.126
H -1.0243 2.0884 0.1313 0.14 0.98 -0.20 0.087
H 1.7306 2.0941 -1.1442 1.08 0.00 -0.58 0.142
H 0.5753 1.5935 -3.3173 -0.51 -0.11 0.60 0.090
H 1.8845 -0.8440 -0.2077 -0.55 -0.39 1.16 0.136
H 2.2151 0.3847 0.9988 -0.88 0.01 -0.28 0.135
H 1.5133 -2.8327 1.3193 -1.73 0.32 0.53 0.135
H 0.6203 -2.8209 2.9324 -0.59 0.69 -2.19 0.149
H 0.8513 -0.5349 2.6809 0.49 0.61 0.68 0.120
H -1.8458 0.4475 -2.8440 3.09 0.48 1.48 0.207
H -0.9160 -2.8339 0.4216 0.00 1.27 -3.14 0.013
H -1.5457 -1.2057 1.8009 1.22 -0.22 -0.06 0.131

# 5
20
Properties=species:S:1:pos:R:3:forces:R:3:lowdin_charge:R:1 method="wB97M-V/def2-TZVPD" e_homo_ev=-12.76 charge=+1 lumo_ev=-3.72
C -0.8720 0.8243 -0.4480 0.40 0.65 1.07 -0.008
C -1.6692 0.0525 0.2810 4.74 -1.75 0.17 0.029
C 1.3816 -0.2801 -1.3192 0.42 2.25 -1.69 -0.105
C 0.3184 -0.9317 0.4045 -0.99 0.16 0.96 0.012
C 0.6230 0.4538 -0.1860 -1.42 0.11 -1.01 -0.473
C -2.8225 -0.3534 1.0254 0.31 2.76 1.48 -0.041
C 1.4633 1.5065 0.5237 -0.10 0.88 2.78 -0.032
N 0.9236 -1.6008 -0.9107 -4.78 -1.58 -0.47 0.072
H -1.2424 1.7721 -0.8220 0.04 0.14 -0.41 0.122
H 1.3378 0.0867 -2.4040 -0.54 -1.05 1.38 0.170
H 2.4115 -0.2419 -1.0916 1.30 0.11 0.41 0.115
H 0.8894 -1.3111 1.2624 -0.32 0.21 -0.12 0.110
H -2.8914 -0.0698 2.1145 1.09 -0.50 -0.82 0.135
H -2.9759 -1.3593 0.9010 -1.11 -2.27 -0.44 0.067
H -3.5531 0.3520 0.6923 -1.44 -0.06 -0.92 0.102
H 2.0235 2.0835 -0.1917 0.33 0.18 -0.36 0.068
H 2.2175 1.0017 1.2467 -1.20 0.77 -1.26 0.119
H 0.9007 2.3366 1.1774 0.84 -2.18 -1.45 0.136
H -0.0070 -1.8982 -1.4215 2.60 0.43 0.80 0.220
H 1.5432 -2.4233 -0.8342 -0.18 0.74 -0.11 0.183

# 6
21
Properties=species:S:1:pos:R:3:forces:R:3:lowdin_charge:R:1 method="wB97M-V/def2-TZVPD" e_homo_ev=-9.95 lumo_ev=0.68
C 2.5805 -1.0729 -0.0455 0.52 2.11 -1.80 -0.150
C 3.2702 0.1856 0.2881 -0.68 -0.57 -0.80 -0.225
C 1.0848 -0.9438 -0.1700 1.14 -1.38 0.01 -0.150
C -1.6865 -0.7517 -0.8164 0.70 3.15 3.21 -0.009
C -1.0938 1.6695 -0.5700 -1.95 0.71 1.01 -0.048
C -1.2403 0.3464 1.5273 -0.01 0.25 0.03 -0.053
C -0.8897 0.2848 0.0385 -0.23 0.44 0.62 -0.649
N 3.7591 1.2177 0.2823 0.45 0.57 0.45 0.144
N 0.4938 0.0786 0.2324 1.78 -0.14 -1.66 0.069
H 3.0143 -1.4099 -1.0061 -0.45 0.61 -0.23 0.131
H 2.9931 -1.8325 0.4955 0.31 -2.22 2.41 0.075
H 0.7292 -1.8866 -0.6502 -0.76 0.85 0.16 0.137
H -2.5743 -0.2100 -0.8602 -2.09 0.03 -0.55 0.059
H -1.3482 -1.0140 -1.7246 1.56 -0.15 -3.44 0.046
H -1.7752 -1.6298 -0.3165 -0.65 -2.65 1.84 0.050
H -0.7274 2.5250 0.0343 -0.23 -0.76 0.09 0.087
H -0.4483 1.6481 -1.3934 0.26 0.46 -2.04 0.057
H -2.2388 1.8535 -0.7662 2.37 -0.30 -0.05 0.125
H -0.5374 1.2117 2.0030 -2.22 -2.34 -0.79 0.150
H -2.3269 0.4129 1.5635 -0.11 0.83 0.73 0.076
H -1.0381 -0.6826 1.8543 0.30 0.50 0.79 0.079

# 7
21
Properties=species:S:1:pos:R:3:forces:R:3:lowdin_charge:R:1 method="wB97M-V/def2-TZVPD" e_homo_ev=-8.54 lumo_ev=0.12
C -2.0288 -0.4824 0.6447 1.10 -0.44 -2.19 -0.236
C -0.7122 -0.7077 -1.5554 0.41 1.22 1.64 -0.071
C -1.1880 -0.6036 -0.2974 -0.03 -0.83 -2.87 -0.040
C 0.0997 1.1264 -3.0131 2.06 0.03 0.25 -0.101
C 0.4932 -0.2049 3.0487 -1.90 2.72 -2.49 -0.053
C 0.5134 0.0163 -2.0172 1.55 0.82 0.80 -0.273
C 0.9765 -0.0585 1.6072 -0.30 0.16 -0.15 -0.320
N -2.9045 -0.2600 1.4359 -1.86 -0.41 1.33 0.157
N 2.0156 -0.5183 1.0867 2.57 -0.80 0.95 0.074
H -1.2128 -1.1261 -2.4203 -0.71 -0.52 0.41 0.110
H 0.9830 1.7991 -3.2916 -1.07 -1.23 0.14 0.099
H -0.2828 0.5772 -3.8571 -0.32 0.46 -0.70 0.061
H -0.6132 1.7871 -2.5808 -0.89 0.37 0.24 0.056
H 1.2443 -0.1313 3.7531 1.72 0.59 1.39 0.040
H -0.3435 0.5635 3.2125 1.22 -1.25 0.15 0.095
H 0.1415 -1.1784 3.1190 -1.19 -1.83 0.23 0.051
H 1.1452 0.4197 -1.1789 -0.87 -0.34 -0.60 0.093
H 1.2098 -0.6414 -2.5459 -0.21 -0.24 -0.03 0.107
H 0.3790 0.3341 0.7882 -0.71 0.58 1.08 0.045
H 2.6722 -0.9121 1.8082 -0.67 0.13 -0.70 0.064
H -2.5876 0.2014 2.2535 0.11 0.82 1.14 0.042

# 8
21
Properties=species:S:1:pos:R:3:forces:R:3:lowdin_charge:R:1 method="wB97M-V/def2-TZVPD" e_homo_ev=-17.80 charge=+2 lumo_ev=-10.83
C 2.5686 1.2260 0.2536 0.71 -1.66 -0.76 -0.020
C 2.7655 -0.1159 0.0944 -2.83 1.82 0.01 0.085
C 0.5663 0.3668 0.0145 -2.95 -0.75 -1.18 0.007
C -1.7488 0.3217 -0.0374 3.84 -1.10 0.56 0.079
C -2.0295 1.1526 1.0138 -2.45 3.87 1.25 -0.039
C -2.4614 -0.5183 -0.8766 -2.40 -0.30 1.91 0.029
C 1.2113 -2.0069 -0.3764 -0.39 -4.33 -2.02 -0.040
N 1.2401 1.5077 0.1264 -0.46 1.15 0.41 0.105
N 1.4060 -0.6552 -0.0909 2.61 2.49 1.22 -0.091
H 3.3249 1.9651 0.3151 0.31 0.69 0.22 0.143
H 3.7408 -0.5497 0.0692 -0.09 -1.15 -0.06 0.147
H -3.1259 1.5604 1.0527 1.25 -0.89 -0.72 0.182
H -1.4101 2.0913 0.8015 -0.40 -1.06 1.15 0.146
H -2.0691 0.7875 2.0860 1.12 -0.01 -0.93 0.190
H -1.9296 -1.2248 -1.3927 1.32 -1.53 -1.61 0.080
H -3.2043 0.0116 -1.4716 -0.14 0.52 -0.48 0.167
H -3.2607 -1.0646 -0.1895 1.29 0.82 -0.67 0.229
H 0.1953 -2.4320 -0.2026 0.37 1.04 -0.20 0.103
H 1.4769 -2.2156 -1.5112 -0.43 0.36 2.38 0.164
H 1.8024 -2.7023 0.2814 -0.04 1.08 -0.72 0.131
H 0.9415 2.4945 0.0401 -0.26 -1.09 0.24 0.201

# 9
23
Properties=species:S:1:pos:R:3:forces:R:3:lowdin_charge:R:1 method="wB97M-V/def2-TZVPD" e_homo_ev=-7.75 lumo_ev=0.88
C -0.4712 -0.9503 -1.2804 -2.38 1.25 3.96 -0.017
C 0.2070 0.1777 -1.4532 1.01 1.11 -0.07 -0.129
C -0.3551 0.8158 0.7735 -1.79 1.67 0.26 -0.375
C -1.2441 -0.4711 1.0786 3.09 2.00 -3.88 -0.065
C 2.5765 0.3587 0.2416 -1.38 0.25 -1.84 -0.053
C -2.5709 -1.9403 -0.2665 0.04 -3.03 -2.71 -0.120
C 1.7458 1.6425 -0.2261 1.05 -1.51 2.53 -0.231
N -1.3392 -1.3129 -0.1112 3.00 1.84 0.21 -0.147
N 0.4123 1.3445 -0.6197 -4.54 -3.81 3.02 -0.019
O -0.7439 1.9075 1.6076 2.61 0.56 -0.41 0.003
O 0.1655 -0.2637 1.4278 -0.45 -0.75 0.76 0.014
H -0.5400 -1.6361 -2.0374 -0.10 -1.59 -1.73 0.082
H 0.7376 0.2703 -2.3792 0.29 -0.11 -0.51 0.110
H -1.9894 -0.5620 1.8928 0.67 0.17 -0.71 0.166
H 3.6265 0.5337 0.3480 0.60 0.40 0.15 0.052
H 2.1188 0.0401 1.1548 0.42 -0.60 0.34 0.041
H 2.4507 -0.4355 -0.5835 0.13 1.06 1.43 0.098
H -3.0032 -1.8039 0.6616 -1.55 -0.70 1.79 0.047
H -3.2403 -1.5202 -1.0011 -0.25 0.58 -0.45 0.077
H -2.4640 -3.0655 -0.6141 -0.27 1.86 1.08 0.126
H 2.2516 1.9936 -1.0685 0.79 1.45 -1.18 0.088
H 1.5979 2.3786 0.6389 0.98 -0.59 -1.47 0.125
H 0.0709 2.4984 1.8159 -1.97 -1.51 -0.56 0.128

# 10
23
Properties=species:S:1:pos:R:3:forces:R:3:lowdin_charge:R:1 method="wB97M-V/def2-TZVPD" e_homo_ev=-8.80 lumo_ev=0.53
O 3.4919 3.7126 1.8530 -0.23 -0.28 -0.04 -0.134
O 2.0098 1.5315 2.9039 0.16 0.20 -0.01 -0.143
C 3.8786 2.3637 1.6141 0.49 0.04 -0.28 -0.194
C 3.4229 1.4661 2.7460 0.22 -0.53 0.17 -0.195
C 2.0788 3.7780 2.0110 -0.13 0.53 -0.15 -0.194
C 1.6231 2.8803 3.1428 -0.49 0.03 0.33 -0.195
H 3.4506 2.0105 0.6563 0.03 0.11 0.26 0.128
H 4.9810 2.3548 1.5137 -0.54 0.01 0.13 0.135
H 3.9238 1.7621 3.6877 -0.18 -0.01 -0.25 0.131
H 3.6788 0.4077 2.5468 -0.15 0.52 0.02 0.133
H 1.5779 3.4820 1.0692 0.16 0.01 0.23 0.128
H 1.8229 4.8364 2.2101 0.15 -0.53 -0.03 0.135
H 0.5207 2.8892 3.2432 0.53 -0.01 -0.12 0.133
H 2.0511 3.2336 4.1006 -0.04 -0.12 -0.29 0.131
N -1.0999 -0.9146 -2.8177 0.42 0.37 0.64 0.032
C -0.3595 -0.1796 -2.0031 -0.28 -0.28 -0.29 -0.219
C -1.6754 -1.8711 -2.0160 -0.03 -0.14 0.38 -0.178
C -1.2793 -1.7127 -0.7056 -0.24 -0.24 -0.25 -0.124
N -0.4391 -0.6273 -0.7178 0.38 0.39 0.36 0.023
H 0.2481 0.6795 -2.2876 -0.25 -0.36 0.10 0.114
H -2.3471 -2.6270 -2.4230 0.29 0.32 0.17 0.094
H -1.5127 -2.2588 0.2084 0.11 0.26 -0.45 0.106
H 0.0410 -0.2262 0.0916 -0.36 -0.30 -0.62 0.152

Number 1: energy -633.460035 Eh. Number 2: energy -1762.551423 Eh. Number 3: energy -1446.873987 Eh. Number 4: energy -1325.398554 Eh. Number 5: energy -328.227263 Eh. Number 6: energy -383.342390 Eh. Number 7: energy -383.281772 Eh. Number 8: energy -382.576672 Eh. Number 9: energy -533.750473 Eh. Number 10: energy -533.883957 Eh.